15
Properties=species:S:1:pos:R:3:forces:R:3 method="wB97M-V/def2-TZVPD" total_energy_ev=-16793.3631 max_force_ev_per_a=4.2 orbital_gap_ha=0.3209 smiles="N#CC=C(C#N)C#N.N#CC#CC#N"
N 3.525 2.590 -1.152 1.0 0.5 -0.2
C 2.517 2.437 -0.640 -0.9 -1.4 0.0
C 1.223 2.003 -0.198 2.5 -1.7 0.3
C 0.908 0.806 0.346 1.5 1.5 -0.3
C 1.747 -0.333 0.469 0.2 0.4 -0.4
N 2.406 -1.260 0.355 0.4 -0.6 0.2
C -0.389 0.753 0.826 -3.6 -0.6 0.4
N -1.524 0.697 1.054 1.4 0.5 0.2
H 0.484 2.664 -0.418 -2.3 1.9 -0.1
N -2.544 -0.806 -2.955 -0.6 0.7 -1.4
C -2.344 -1.200 -1.905 0.6 -0.5 -0.3
C -1.899 -1.728 -0.745 0.1 -0.1 3.2
C -1.673 -1.861 0.446 -0.7 -0.4 -2.5
C -1.417 -2.192 1.736 1.8 -1.5 3.5
N -1.020 -2.568 2.782 -1.3 1.2 -2.6

***

91
Properties=species:S:1:pos:R:3:forces:R:3 method="wB97M-V/def2-TZVPD" total_energy_ev=-286966.4594 max_force_ev_per_a=4.2 orbital_gap_ha="0.1632 / 0.1634" total_charge=+2
Ta -14.784 -3.809 -14.666 0.0 1.0 -4.1
Br -13.876 3.893 -9.862 0.3 0.4 -0.1
C -14.801 2.438 -9.209 -0.5 -1.1 0.8
C -16.192 2.397 -9.290 -0.4 1.6 -0.3
C -16.873 1.236 -9.002 -1.3 -0.4 -1.2
C -16.210 0.097 -8.523 0.4 1.6 0.8
C -14.843 0.293 -8.116 -0.5 -1.6 0.3
C -14.143 1.379 -8.567 0.1 0.5 -0.3
N -16.677 -1.178 -8.596 -0.7 -2.0 -1.6
N -17.666 -1.417 -9.426 1.4 3.4 2.0
C -17.518 -2.199 -10.485 0.5 -2.1 0.4
C -18.565 -2.235 -11.423 -0.2 0.1 -0.1
C -18.349 -2.639 -12.725 2.8 -0.4 -1.0
C -16.992 -2.991 -13.129 -3.0 -0.2 1.5
O -16.692 -3.257 -14.414 1.6 -0.7 0.8
C -16.063 -3.258 -12.118 1.5 1.1 0.3
N -14.770 -3.597 -12.509 -0.9 -1.3 -0.8
C -13.786 -3.880 -11.622 -0.6 0.5 -1.8
C -14.022 -3.716 -10.308 -0.9 0.6 2.1
C -15.237 -3.153 -9.828 0.3 -1.0 -1.7
C -16.252 -2.897 -10.756 -1.2 0.6 -0.3
H -16.683 3.360 -9.576 0.1 -1.3 0.0
H -17.931 1.091 -9.323 0.8 0.4 0.6
H -14.315 -0.477 -7.517 -0.5 0.4 -0.7
H -13.077 1.423 -8.447 0.3 0.1 0.3
H -19.531 -1.813 -11.155 0.2 -0.1 0.1
H -19.089 -2.611 -13.525 0.0 0.1 0.4
H -12.823 -4.152 -12.065 -0.3 -0.1 0.3
H -13.263 -3.962 -9.606 0.5 -0.1 0.4
H -15.450 -2.989 -8.791 0.4 0.2 0.3
Se -14.075 -6.339 -14.826 0.5 -1.8 -0.9
Se -14.183 -7.554 -17.043 0.0 1.0 1.1
C -12.475 -7.197 -17.860 0.5 -0.3 -1.2
C -12.257 -8.013 -19.011 -0.7 0.1 1.3
C -11.076 -7.858 -19.691 0.9 0.4 -0.2
C -10.109 -6.963 -19.177 -0.9 -0.7 -0.1
C -10.437 -6.245 -18.044 -0.1 0.2 -0.8
N -11.638 -6.264 -17.465 -0.7 -0.8 0.9
C -15.339 -7.385 -13.755 0.9 -0.2 -0.1
C -14.869 -8.587 -13.278 -0.1 -0.5 0.8
C -15.654 -9.198 -12.265 1.2 -0.3 -0.8
C -16.814 -8.624 -11.832 -0.9 0.8 -0.4
C -17.160 -7.383 -12.415 -0.9 -0.8 0.1
N -16.454 -6.810 -13.376 0.0 1.0 0.3
H -12.996 -8.779 -19.252 0.3 0.2 -0.2
H -10.859 -8.420 -20.606 -0.2 0.1 0.5
H -9.145 -6.868 -19.651 0.1 0.1 0.0
H -9.753 -5.564 -17.601 0.6 0.5 0.2
H -13.923 -9.003 -13.645 -0.5 0.1 0.3
H -15.328 -10.126 -11.820 0.1 -0.2 -0.1
H -17.493 -9.167 -11.157 0.5 0.6 -0.1
H -18.097 -6.879 -12.165 0.3 -0.2 0.1
Cl -9.667 -2.733 -15.051 -0.6 -0.1 0.3
C -11.036 -1.835 -14.511 -1.3 -0.8 0.4
C -10.801 -0.598 -13.876 -0.9 0.5 -0.3
C -11.829 0.298 -13.648 0.2 -0.3 0.0
Cl -11.468 1.861 -13.014 -0.1 -0.1 0.1
C -13.161 -0.028 -14.021 -0.5 0.1 -0.6
C -14.293 0.841 -14.022 0.5 -0.1 0.3
C -15.486 0.450 -14.612 0.5 0.6 0.4
C -15.613 -0.789 -15.202 1.3 -1.9 0.6
N -14.628 -1.716 -15.063 0.9 1.4 0.6
C -13.372 -1.333 -14.534 -1.6 1.1 -0.3
C -12.379 -2.296 -14.642 2.3 0.8 -0.3
O -12.797 -3.511 -15.003 -1.3 -0.8 0.6
H -9.799 -0.320 -13.612 0.3 0.1 -0.1
H -14.190 1.826 -13.537 -0.2 -0.6 -0.4
H -16.352 1.076 -14.550 -0.2 0.4 -0.3
H -16.490 -1.172 -15.710 -0.1 0.3 0.2
C -19.767 -6.449 -17.304 0.4 1.2 0.3
N -18.403 -6.324 -16.868 0.5 -0.1 0.6
C -17.464 -7.385 -17.162 -0.5 0.6 1.5
C -17.867 -5.167 -16.164 -0.9 -0.2 0.0
C -16.833 -4.449 -17.035 -1.1 0.4 -1.4
C -17.264 -4.179 -18.378 -0.3 -1.0 2.4
C -16.407 -3.888 -19.374 2.7 0.0 0.3
C -14.993 -3.856 -19.078 0.0 0.1 0.7
C -14.571 -4.046 -17.729 -0.4 1.2 -2.0
C -15.511 -4.186 -16.697 -0.1 -1.0 1.4
H -20.389 -7.143 -16.780 -0.2 -0.7 0.9
H -19.793 -6.770 -18.324 -0.2 0.1 -1.0
H -20.226 -5.468 -17.162 -0.2 -0.1 -0.4
H -16.817 -7.100 -17.978 0.3 -0.3 -0.5
H -18.006 -8.323 -17.340 0.4 0.2 0.0
H -16.830 -7.473 -16.234 -0.3 -0.4 -0.8
H -17.464 -5.479 -15.184 0.1 0.1 -0.4
H -18.716 -4.498 -15.929 0.4 -0.1 -0.2
H -18.299 -4.333 -18.625 -0.3 -0.1 0.1
H -16.847 -3.816 -20.341 0.3 0.4 -0.8
H -14.219 -3.638 -19.852 -0.9 -0.4 0.6
H -13.521 -3.980 -17.469 0.1 0.0 -0.3

***

21
Properties=species:S:1:pos:R:3:forces:R:3 method="wB97M-V/def2-TZVPD" total_energy_ev=-10521.8515 max_force_ev_per_a=5.2 multiplicity=2 orbital_gap_ha="0.1136 / 0.2239" total_charge=-2
C 0.200 3.425 -0.240 1.2 -1.3 2.6
O 0.669 4.503 0.340 1.0 1.7 0.0
C 0.739 2.066 0.685 -1.6 0.5 -3.2
C -0.299 0.940 0.788 3.6 -0.2 -3.3
C 0.390 -0.395 0.963 -2.5 1.0 -1.6
C 0.313 -1.238 -0.056 1.4 -0.7 1.1
C 0.915 -2.595 -0.081 0.1 -0.5 -0.2
H 0.717 3.156 -1.219 -1.3 0.2 -0.1
H -0.909 3.500 -0.123 -0.2 -1.1 -1.2
H 1.481 1.691 -0.037 0.5 0.1 0.9
H 1.100 2.495 1.591 0.4 0.1 0.6
H -1.013 1.191 1.415 -3.2 0.9 4.0
H -0.913 0.960 -0.131 0.7 -0.4 -0.2
H 0.824 -0.604 1.899 0.6 -0.5 1.0
H -0.044 -0.937 -1.017 -0.7 0.4 -0.3
H 0.118 -3.326 -0.334 0.8 0.2 -0.5
H 1.335 -2.971 0.848 0.0 0.4 0.6
H 1.786 -2.537 -0.761 -0.6 -0.7 -0.2
H -2.757 -2.329 -1.501 0.5 -0.1 -0.7
H -2.024 -3.738 -1.762 2.2 -1.0 -2.3
O -2.627 -3.257 -1.267 -2.7 1.0 3.0

***

10
Properties=species:S:1:pos:R:3:forces:R:3 method="wB97M-V/def2-TZVPD" total_energy_ev=-9314.5505 max_force_ev_per_a=0.5 orbital_gap_ha=0.3868
O -0.313 1.249 -0.517 0.0 0.2 -0.2
C -0.586 -0.143 -0.191 -0.1 -0.1 0.0
C -0.165 0.573 1.024 0.0 -0.1 0.2
O 1.097 0.829 1.158 0.0 0.0 0.0
C 0.334 -1.159 -0.817 -0.1 -0.4 -0.1
O -0.064 -2.247 -1.151 0.2 0.5 0.2
H 0.848 1.247 -0.023 -0.1 0.0 0.0
H -1.639 -0.394 -0.311 0.1 0.0 0.0
H -0.904 0.899 1.761 0.1 0.0 -0.1
H 1.391 -0.854 -0.934 -0.1 0.0 0.0